# 1
ORCA calculation (wB97M-V/def2-TZVPD) on a structure of composition C20H28NO2PbS.

Net charge ... +1
Orbital gap (spin up / spin down) ... 5.3 / 5.2 eV
E_HOMO (spin up / spin down) ... -11.6 / -11.6 eV

XYZ file:
```
53
C20H28NO2PbS (wB97M-V/def2-TZVPD)
O 3.8641 -5.9368 -3.5239
C 4.8692 -6.6665 -2.7595
C 5.5122 -7.3142 -3.9896
H 4.4007 -7.3897 -2.0810
H 5.5384 -5.9840 -2.2225
C 4.3888 -6.5372 -4.7465
H 5.4158 -8.4022 -4.0332
H 6.5242 -6.9624 -4.2085
C 3.3858 -7.4577 -5.4156
H 3.0362 -8.2338 -4.7239
H 3.8578 -7.9457 -6.2801
H 2.5265 -6.8800 -5.7781
C 4.9130 -5.4973 -5.7161
H 5.6521 -4.8456 -5.2343
H 4.0819 -4.8905 -6.0977
H 5.3891 -5.9991 -6.5698
Pb -0.2783 -0.1803 0.8987
C 0.9013 2.5303 -0.0653
C 1.3369 2.1688 1.2470
C 2.3635 1.1695 1.1117
H 0.9646 2.6012 2.1712
C 2.5275 0.9088 -0.2794
C 1.6332 1.7510 -1.0020
H 1.5697 1.8186 -2.0907
H 0.1785 3.3187 -0.2957
H 2.9754 0.7470 1.9135
H 3.2490 0.2216 -0.7206
C -2.7008 0.7023 -0.6773
C -1.8286 0.8336 -1.7947
C -1.3340 -0.4580 -2.1203
H -1.6356 1.7582 -2.3426
C -1.9300 -1.3986 -1.2369
C -2.8099 -0.6862 -0.3513
H -3.4782 -1.1137 0.3858
H -3.2285 1.5078 -0.1727
H -0.6550 -0.6872 -2.9407
H -1.7753 -2.4776 -1.2525
O 1.1952 -2.0833 -0.5291
C 1.6650 -2.3172 -1.8964
C 2.8857 -3.2153 -1.7941
H 1.8926 -1.3423 -2.3491
H 0.8530 -2.7995 -2.4616
C 2.6892 -3.9545 -0.4564
H 3.7702 -2.5593 -1.7195
H 3.0179 -3.9082 -2.6267
C 1.9239 -2.9548 0.3973
H 3.6251 -4.3043 -0.0148
H 2.0318 -4.8213 -0.6270
H 2.6085 -2.3299 0.9909
H 1.2014 -3.4512 1.0655
S -1.9003 1.1857 2.8996
C -2.2165 2.7281 2.4385
N -2.4745 3.8437 2.1315
```

# 2
ORCA calculation (wB97M-V/def2-TZVPD) on a structure of composition C20H28NO2RuSe.

2S+1 ... 5
Net charge ... +1
Orbital gap (spin up / spin down) ... 6.9 / 5.8 eV
E_HOMO (spin up / spin down) ... -9.9 / -11.7 eV

XYZ file:
```
53
C20H28NO2RuSe (wB97M-V/def2-TZVPD)
O -0.4773 -0.6848 -0.7965
C 0.8018 -0.2688 -1.3862
C 0.0976 0.9333 -2.0987
H 1.1582 -1.1416 -1.9018
H 1.5384 0.0605 -0.6271
C -1.0880 0.5845 -1.1586
H -0.2126 0.8875 -3.1324
H 0.5539 1.9034 -1.8182
C -2.4564 0.3523 -1.7355
H -2.4669 -0.5439 -2.3774
H -2.7364 1.2106 -2.3575
H -3.1962 0.2942 -0.9342
C -0.9831 1.7258 -0.1710
H 0.0518 1.9309 0.1128
H -1.5306 1.6035 0.7417
H -1.3708 2.6331 -0.6620
Ru 0.2420 0.2675 3.0043
C 1.2859 1.7092 4.1018
C 2.2467 0.6318 3.9578
C 2.5874 0.5260 2.5761
H 2.6292 0.0390 4.7868
C 1.8325 1.4949 1.8478
C 0.9889 2.2121 2.7791
H 0.3133 3.0308 2.5384
H 0.9277 2.0924 5.0521
H 3.2927 -0.1769 2.1408
H 1.9150 1.6898 0.7835
C -1.7574 -0.8474 4.6093
C -1.5211 0.5443 4.0465
C -1.7937 0.4553 2.6475
H -1.7213 1.4518 4.6095
C -1.5920 -0.9335 2.2441
C -1.4251 -1.6915 3.4080
H -1.2685 -2.7681 3.4708
H -2.7960 -1.0001 4.9428
H -2.2530 1.2533 2.0800
H -1.6207 -1.2799 1.2096
O 0.5188 -1.2272 -3.6349
C 0.1519 -0.3770 -4.7631
C 0.5846 -1.0437 -6.0737
H 0.6684 0.6069 -4.7072
H -0.9452 -0.2142 -4.7320
C 1.5499 -2.1523 -5.6398
H 1.0627 -0.3066 -6.7383
H -0.3219 -1.4531 -6.5259
C 1.4002 -2.2819 -4.1096
H 2.5754 -1.8564 -5.8638
H 1.3006 -3.0904 -6.1361
H 2.3813 -2.2079 -3.5955
H 0.9274 -3.2324 -3.8110
Se 0.9941 0.2671 7.5304
C -0.1202 -0.4868 6.4547
N -0.9236 -1.1253 5.8121
```

# 3
ORCA calculation (wB97M-V/def2-TZVPD) on a structure of composition C20H28NO2STi.

Net charge ... +1
Orbital gap ... 7.2 eV
E_HOMO ... -11.2 eV

XYZ file:
```
53
C20H28NO2STi (wB97M-V/def2-TZVPD)
O 0.0597 0.0254 0.1259
C -1.3653 0.1501 -0.3421
C -1.0045 -0.4549 -1.6984
H -1.6173 1.2130 -0.3081
H -2.0348 -0.4572 0.2940
C 0.4717 -0.3688 -1.2482
H -1.3323 0.0872 -2.5721
H -1.3646 -1.4839 -1.7435
C 1.4302 0.6658 -1.7708
H 1.1365 1.6811 -1.5028
H 1.4489 0.6066 -2.8671
H 2.4472 0.4346 -1.3937
C 1.1796 -1.6983 -1.3960
H 0.5167 -2.5581 -1.2804
H 2.0488 -1.7879 -0.7274
H 1.5545 -1.7230 -2.4303
Ti 0.3007 -0.8911 2.1995
C 0.4830 -3.1654 2.9678
C -0.7651 -2.5980 3.3526
C -1.4933 -2.2717 2.1571
H -1.1429 -2.5293 4.3665
C -0.6879 -2.6660 1.0335
C 0.5450 -3.1933 1.5407
H 1.3503 -3.6135 0.9416
H 1.2137 -3.5773 3.6582
H -2.4804 -1.8239 2.0941
H -1.0191 -2.7090 0.0022
C 2.0962 -0.6928 3.7672
C 2.8191 -1.6794 2.9914
C 2.8980 -1.2115 1.6544
H 3.3130 -2.5804 3.3813
C 2.2814 0.0869 1.5758
C 1.8161 0.4423 2.9063
H 1.3753 1.3955 3.1969
H 1.9144 -0.7164 4.8494
H 3.4088 -1.7338 0.8440
H 2.3699 0.7891 0.7501
O -0.8666 2.3078 -2.1483
C -0.4913 2.2258 -3.5502
C -1.5492 2.9191 -4.4335
H -0.3829 1.1713 -3.8713
H 0.5053 2.6866 -3.7102
C -2.4832 3.6220 -3.4462
H -2.0904 2.1966 -5.0536
H -1.0510 3.6395 -5.0872
C -1.9223 3.2896 -2.0285
H -3.5166 3.2801 -3.5542
H -2.4528 4.7013 -3.6043
H -2.7036 2.8621 -1.3760
H -1.5292 4.2106 -1.5463
S -1.6699 0.8540 6.0071
C -1.1741 0.4779 4.5681
N -0.7931 0.1629 3.4650
```

# 4
ORCA calculation (wB97M-V/def2-TZVPD) on a structure of composition C20H28NO2SeSr.

Net charge ... -1
Orbital gap ... 2.5 eV
E_HOMO ... -0.8 eV

XYZ file:
```
53
C20H28NO2SeSr (wB97M-V/def2-TZVPD)
O -1.3531 1.4645 -0.4519
C -0.4061 1.6654 -1.6026
C -0.9791 3.0244 -1.9469
H -0.5961 0.7528 -2.1706
H 0.5845 1.5141 -1.2051
C -2.1339 2.5497 -0.8750
H -1.2247 3.3413 -2.9767
H -0.7318 3.9743 -1.3879
C -3.2716 2.0060 -1.6852
H -2.7608 1.4277 -2.4544
H -3.7882 2.8896 -2.0314
H -3.9025 1.3230 -1.1803
C -2.3705 3.4401 0.4159
H -1.4091 3.9020 0.7166
H -2.8792 3.0674 1.3307
H -3.0314 4.2538 0.1591
Sr 1.0201 -1.4593 0.7356
C 1.5943 0.7820 2.5290
C 2.9086 0.4456 2.9236
C 3.7750 0.7757 1.8358
H 3.1723 0.0572 3.9163
C 2.9696 1.3280 0.7768
C 1.6224 1.3570 1.2199
H 0.7732 1.9107 0.7867
H 0.7289 0.7432 3.1853
H 4.8829 0.6886 1.7978
H 3.2770 1.7069 -0.2117
C -1.1727 -1.7700 3.2256
C -1.3565 -0.3059 3.0397
C -1.8602 -0.0557 1.7938
H -1.0326 0.5033 3.6966
C -1.8828 -1.2802 1.0258
C -1.6102 -2.3217 1.8918
H -1.6194 -3.4149 1.7037
H -1.4915 -2.1800 4.1936
H -2.3005 0.8682 1.4367
H -2.1686 -1.3859 -0.0266
O 0.4098 -2.0640 -1.7166
C 0.4637 -1.3034 -3.0196
C 1.1207 -2.1884 -4.0545
H 1.2282 -0.5855 -2.7220
H -0.5108 -0.9108 -3.3021
C 1.9061 -3.2270 -3.1854
H 1.9538 -1.7613 -4.5978
H 0.4323 -2.7066 -4.7186
C 1.7413 -2.8488 -1.7011
H 2.9756 -3.1292 -3.4321
H 1.4618 -4.2004 -3.4490
H 2.4829 -2.0334 -1.4306
H 1.7248 -3.7338 -0.9640
Se 1.1775 -2.5613 6.2334
C 0.9175 -2.2799 4.5348
N 0.5391 -2.0549 3.3954
```

# 5
ORCA calculation (wB97M-V/def2-TZVPD) on a structure of composition C20H29BF2NO3PPdS2Sb.

Net charge ... -1
Orbital gap (spin up / spin down) ... 5.2 / 5.2 eV
E_HOMO (spin up / spin down) ... -4.6 / -4.6 eV

XYZ file:
```
61
C20H29BF2NO3PPdS2Sb (wB97M-V/def2-TZVPD)
Pd 0.3115 1.7385 -0.6360
N 1.1546 4.0395 -1.4069
C 0.1735 5.0415 -1.0544
C -1.2815 4.4312 -0.9616
O -2.2057 5.2232 -1.0580
O -1.3636 3.1957 -0.7386
H 2.1011 4.3271 -1.1734
H 1.0973 3.8055 -2.3989
H 0.1284 5.8898 -1.7545
H 0.4011 5.4324 -0.0550
F 1.9613 1.6003 -2.6673
B 1.8544 0.3830 -1.9167
F 2.8112 -0.4846 -2.4258
C 0.5344 2.1533 3.9776
Sb 0.1268 2.7257 1.8954
C -1.2489 1.0736 1.6922
C -1.4311 4.1462 2.4226
H -0.3929 1.8883 4.4713
H 1.0053 2.9699 4.5120
H 1.1950 1.2948 3.9999
H -2.0536 1.1124 2.4247
H -0.6662 0.1666 1.8478
H -1.6695 1.0707 0.6767
H -2.0704 3.7062 3.1821
H -2.0185 4.3727 1.5403
H -1.0003 5.0648 2.8076
S -0.1068 -2.3827 2.0557
P -0.2706 -1.8335 0.1186
S 0.0490 -0.2358 -2.0732
C -2.0427 -2.0228 -0.3054
C -3.0494 -1.8227 0.6287
C -4.3754 -1.9205 0.2461
C -4.6986 -2.2077 -1.0687
C -3.6945 -2.4245 -1.9995
C -2.3705 -2.3313 -1.6215
C 0.3763 -3.3554 -0.6958
C 1.6196 -3.3460 -1.3095
C 2.1213 -4.5030 -1.8808
C 1.3926 -5.6787 -1.8250
C 0.1627 -5.6982 -1.1856
C -0.3428 -4.5447 -0.6177
H -2.7914 -1.6018 1.6550
H -5.1601 -1.7742 0.9763
H -5.7345 -2.2664 -1.3705
H -3.9422 -2.6674 -3.0243
H -1.5810 -2.4859 -2.3426
H 2.1836 -2.4282 -1.3548
H 3.0838 -4.4823 -2.3726
H 1.7796 -6.5811 -2.2781
H -0.4084 -6.6158 -1.1348
H -1.2952 -4.5679 -0.1042
C 2.9831 -0.8773 1.2850
O 1.9226 -0.2181 0.6176
C 2.2116 0.7695 -0.3227
C 3.4654 1.5737 -0.1081
H 3.5135 -0.2027 1.9624
H 3.6827 -1.3122 0.5638
H 2.5178 -1.6737 1.8656
H 4.3599 0.9404 -0.1145
H 3.4221 2.1129 0.8477
H 3.5605 2.2965 -0.9165
```

# 6
ORCA calculation (wB97M-V/def2-TZVPD) on a structure of composition C20H29BN17SV.

2S+1 ... 2
Net charge ... +3
Orbital gap (spin up / spin down) ... 3.0 / 4.1 eV
E_HOMO (spin up / spin down) ... -15.1 / -15.1 eV

XYZ file:
```
69
C20H29BN17SV (wB97M-V/def2-TZVPD)
V -0.5409 -0.2761 1.1778
C -3.0085 2.0683 0.2730
C -1.6763 2.0856 -0.3947
C -1.2185 2.9685 -1.3646
C 0.0679 2.5650 -1.6524
N 0.3641 1.4822 -0.9227
N -0.7064 1.1883 -0.1221
B 1.6554 0.6485 -0.7294
N 1.3584 -0.8277 -1.0324
C 2.0573 -1.7088 -1.7751
C 1.6099 -2.9699 -1.4986
C 0.6249 -2.8085 -0.5178
C -0.0793 -3.9448 0.1514
N 0.4518 -1.5035 -0.2490
N 2.1223 0.7616 0.7443
C 3.1969 1.2455 1.3821
C 3.1029 0.9573 2.7275
C 1.9019 0.2870 2.8826
C 1.3117 -0.2890 4.1244
N 1.2953 0.1697 1.6798
N 2.6966 1.1548 -1.7887
C 2.4925 1.1232 -3.2101
C 3.6091 1.5992 -3.7938
C 4.4875 1.9174 -2.7288
C 5.8378 2.4624 -2.7270
N 3.8510 1.6116 -1.4989
H -3.7459 2.5385 -0.3742
H -3.3388 1.0551 0.4993
H -2.9836 2.6381 1.2035
H -1.7546 3.7982 -1.7936
H 0.7836 3.0019 -2.3316
H 2.8438 -1.3926 -2.4424
H 1.9665 -3.8993 -1.9103
H 0.5951 -4.7985 0.1798
H -0.3844 -3.7204 1.1680
H -0.9574 -4.2583 -0.4172
H 3.9748 1.7570 0.8445
H 3.8199 1.1995 3.4936
H 2.0730 -0.8479 4.6670
H 0.9528 0.5005 4.7867
H 0.4904 -0.9760 3.9205
H 1.5634 0.7567 -3.6197
H 3.8088 1.7195 -4.8461
H 6.2158 2.6420 -3.7282
H 5.8551 3.3925 -2.1440
H 6.5055 1.7798 -2.1856
C -4.3734 -3.2874 -3.1056
C -4.0182 -3.2870 -1.6660
N -4.3759 -4.1681 -0.7836
N -3.8188 -3.7243 0.3819
C -3.1342 -2.6039 0.2481
S -2.3744 -1.7797 1.5561
N -3.2492 -2.3008 -1.0599
N -2.6965 -1.1614 -1.6457
H -4.9300 -4.1958 -3.3211
H -3.4834 -3.2636 -3.7351
H -5.0003 -2.4294 -3.3526
H -3.9592 -4.2475 1.2357
H -1.9796 -1.4481 -2.3037
H -3.4323 -0.6673 -2.1398
N -1.0239 3.6541 4.6456
N -1.3693 2.5043 4.0264
N -2.3408 1.7442 4.4941
C -2.2895 0.7197 3.6583
N -1.3259 0.8753 2.7403
N -0.7342 2.0565 3.0047
H -1.7599 3.9900 5.2492
H -0.5240 4.2905 4.0457
H -2.9559 -0.1244 3.7204
```

# 7
ORCA calculation (wB97M-V/def2-TZVPD) on a cluster of 6 separate species, C20H29Cl2FO15 in total.

Net charge ... 0
Orbital gap ... 10.3 eV
SMILES ... O=C1OC[C@@H](F)O1.C[C@H]1COC(=O)O1.C[C@H]1COC(=O)O1.C[C@H]1COC(=O)O1.C[C@H]1COC(=O)O1.ClCCl
E_HOMO ... -10.5 eV

XYZ file:
```
67
C20H29Cl2FO15 (wB97M-V/def2-TZVPD)
O 2.3961 -0.6653 1.6745
C 1.7841 0.1096 1.0381
O 1.4227 1.3677 1.4205
C 0.6672 1.9531 0.3578
C 0.9997 1.0528 -0.8293
F 2.1235 1.5397 -1.4604
O 1.3143 -0.1576 -0.2057
H -0.3757 1.8482 0.6626
H 0.8914 2.9910 0.1263
H 0.2166 0.9540 -1.5805
C -4.7129 -1.5521 2.0099
C -3.6447 -0.6589 1.4037
C -2.2585 -0.8306 2.0512
O -1.4108 -0.8091 0.8959
C -2.1218 -1.1155 -0.2199
O -1.6613 -1.3944 -1.2855
O -3.4151 -0.9943 0.0437
H -4.4676 -2.6036 1.8368
H -5.6805 -1.2867 1.5850
H -4.8179 -1.4571 3.0906
H -4.0825 0.3359 1.4916
H -2.1844 -1.7562 2.6187
H -2.0280 0.0327 2.6704
C 0.5923 -4.0417 -1.4633
C 0.5674 -3.6222 -2.9336
C 0.5119 -2.1212 -3.1472
O 1.5532 -1.9059 -4.1189
C 2.1605 -3.0751 -4.4343
O 2.9167 -3.2216 -5.3373
O 1.7877 -4.0157 -3.5630
H 1.4348 -3.6003 -0.9305
H 0.6233 -5.1240 -1.3479
H -0.3402 -3.6816 -1.0255
H -0.2562 -4.1781 -3.3859
H 0.6419 -1.5097 -2.2579
H -0.4165 -1.8066 -3.6223
C -1.3207 4.1187 3.1484
C -2.5755 4.0525 4.0120
C -3.7766 4.7675 3.3477
O -4.8284 3.8140 3.3446
C -4.3622 2.6170 3.6958
O -4.9977 1.6219 3.8095
O -3.0451 2.6857 3.9847
H -1.0022 5.1456 2.9855
H -1.3332 3.5740 2.2012
H -0.5573 3.5156 3.6532
H -2.4396 4.4485 5.0141
H -3.6775 4.8742 2.2653
H -3.9901 5.7346 3.7957
C 4.2020 -1.1683 -1.9742
C 5.4151 -1.6840 -1.1883
C 5.7483 -3.1773 -1.3692
O 6.8187 -3.1796 -2.3112
C 7.2963 -1.9115 -2.4437
O 8.2170 -1.6005 -3.1221
O 6.6330 -1.0796 -1.6447
H 4.4168 -0.6399 -2.8993
H 3.7452 -0.4223 -1.3241
H 3.4832 -1.9795 -2.0798
H 5.3267 -1.4107 -0.1391
H 4.8472 -3.5769 -1.8301
H 5.9762 -3.6347 -0.4118
Cl -4.3265 3.5947 0.0967
C -2.9517 4.0885 -0.9055
Cl -2.2214 2.5687 -1.4844
H -3.2753 4.6888 -1.7464
H -2.1755 4.5544 -0.3090
```

# 8
ORCA calculation (wB97M-V/def2-TZVPD) on a cluster of 4 separate species, C20H29ClF4NO10 in total.

Net charge ... +1
Orbital gap ... 8.5 eV
E_HOMO ... -12.7 eV

XYZ file:
```
65
C20H29ClF4NO10 (wB97M-V/def2-TZVPD)
C -2.5082 -1.9836 -4.0519
C -1.2011 -1.2389 -4.7034
C -0.5925 0.0007 -3.8203
C -0.8082 -0.1253 -2.2003
C 0.3320 -0.8672 -1.2727
C 1.8810 -0.9372 -1.8128
C 0.0068 -0.2952 0.2286
C 1.1781 -0.2559 1.3749
F 0.6717 0.1514 2.7386
F 1.6517 -1.6790 1.5553
F 2.3846 0.5291 1.0106
N -0.8974 0.9032 0.0205
F -0.9174 1.8917 0.9747
C -0.7550 1.3659 -1.4443
C 0.6286 2.2330 -1.6275
C 0.5386 3.7903 -1.1159
O 0.0249 4.7919 -1.8411
Cl 1.2350 4.2617 0.5727
H -2.2107 -2.6747 -3.1336
H -3.3950 -1.2527 -3.7826
H -2.9296 -2.7239 -4.8772
H -1.5702 -0.7621 -5.7337
H -0.4003 -2.0511 -5.0030
H -1.0605 1.0255 -4.1994
H 0.5731 0.0556 -4.0720
H -1.8089 -0.5484 -1.7638
H -0.0095 -2.0077 -1.2871
H 2.6339 -1.2078 -0.9344
H 1.9027 -1.7291 -2.6931
H 2.2843 0.0703 -2.2747
H -0.7317 -1.1205 0.6724
H -1.8568 0.4710 0.1763
H -1.6360 2.0483 -1.8643
H 0.8779 2.2227 -2.7922
H 1.5522 1.7483 -1.0900
C 0.8100 -4.3642 3.5085
C 2.1436 -5.0151 3.6846
O 1.8326 -6.2145 4.3678
C 0.5270 -6.5018 4.0912
O -0.0228 -7.5521 4.3780
O -0.0823 -5.4612 3.4513
H 0.7541 -3.7708 2.5917
H 0.5379 -3.7312 4.3596
H 2.6164 -5.2647 2.7288
H 2.8319 -4.4012 4.2720
C 3.8500 1.7140 5.1296
C 4.1144 1.1226 3.7830
O 5.4790 0.7546 3.8515
C 5.7800 0.5906 5.1729
O 6.8219 0.1107 5.5875
O 4.7630 1.0325 5.9691
H 2.8212 1.5498 5.4618
H 4.0690 2.7862 5.1659
H 3.5151 0.2255 3.5953
H 3.9458 1.8385 2.9738
C -5.1307 4.6135 -2.3460
C -5.9847 3.5048 -1.8221
O -5.6560 2.4155 -2.6632
C -4.4122 2.6648 -3.1676
O -3.7488 1.8563 -3.7953
O -4.0075 3.9357 -2.8771
H -4.8267 5.3115 -1.5611
H -5.6189 5.1731 -3.1507
H -5.7386 3.2403 -0.7883
H -7.0516 3.7358 -1.8856
```

Number 1: energy -42850.3693 eV. Number 2: energy -94692.6121 eV. Number 3: energy -60722.5935 eV. Number 4: energy -92954.4711 eV. Number 5: energy -75934.6541 eV. Number 6: energy -83716.5356 eV. Number 7: energy -79685.9972 eV. Number 8: energy -66552.0043 eV.